Density functional theory data (wB97M-V/def2-TZVPD) for a molecular structure, C14H66N14O18 in a non-equilibrium geometry.

Computed properties:
LUMO = 0.12 eV
Kohn-Sham gap = 7.8 eV

The geometry in ORCA input format:
```
! RIJCOSX wB97M-V def2-TZVPD def2/J DEFGRID3
* xyz 0 1
C 13.637 -10.967 -18.507
O 14.504 -11.704 -19.007
N 12.389 -10.855 -19.032
N 13.791 -10.192 -17.394
H 12.155 -11.357 -19.864
H 11.703 -10.352 -18.483
H 13.168 -9.411 -17.281
H 14.601 -10.190 -16.792
C 13.740 -8.806 -10.409
O 14.851 -8.922 -9.838
N 13.063 -9.835 -10.951
N 13.256 -7.559 -10.658
H 12.072 -9.771 -11.057
H 13.641 -10.645 -11.129
H 12.423 -7.400 -11.187
H 13.840 -6.790 -10.353
C 15.838 -12.053 -11.656
O 14.870 -11.566 -12.281
N 16.324 -11.507 -10.503
N 16.400 -13.233 -12.074
H 15.805 -10.669 -10.232
H 16.957 -12.050 -9.951
H 17.216 -13.588 -11.615
H 15.851 -13.771 -12.721
C 21.745 -8.317 -14.032
O 21.316 -8.678 -12.922
N 21.040 -7.542 -14.916
N 23.058 -8.501 -14.420
H 21.506 -6.879 -15.502
H 20.033 -7.517 -14.895
H 23.680 -9.077 -13.889
H 23.284 -8.175 -15.337
C 10.903 -5.401 -16.108
O 11.413 -6.532 -16.132
N 9.525 -5.263 -16.109
N 11.579 -4.242 -16.023
H 8.979 -6.021 -16.472
H 9.108 -4.451 -15.703
H 11.109 -3.376 -16.198
H 12.553 -4.220 -15.720
C 18.309 -11.868 -15.621
O 17.983 -11.730 -16.801
N 17.902 -12.906 -14.839
N 19.073 -10.905 -15.022
H 18.021 -12.707 -13.862
H 17.077 -13.390 -15.158
H 19.335 -10.981 -14.054
H 19.572 -10.212 -15.546
C 14.045 -8.383 -14.304
C 15.558 -8.457 -14.379
C 16.154 -8.145 -12.983
O 17.538 -8.407 -12.770
C 17.958 -7.962 -11.470
N 15.881 -9.880 -14.639
H 13.678 -7.374 -14.078
H 13.504 -9.111 -13.703
H 13.672 -8.476 -15.328
H 15.812 -7.772 -15.179
H 15.658 -8.781 -12.241
H 15.898 -7.121 -12.688
H 17.419 -8.548 -10.729
H 17.859 -6.886 -11.323
H 19.025 -8.178 -11.479
H 15.640 -10.395 -13.793
H 16.898 -9.956 -14.540
C 13.657 -3.811 -13.020
C 14.908 -3.457 -13.804
C 14.694 -3.373 -15.293
O 14.397 -4.669 -15.821
C 15.497 -5.359 -16.384
N 15.246 -2.113 -13.274
H 13.775 -3.970 -11.943
H 13.218 -4.780 -13.277
H 12.951 -2.980 -13.068
H 15.724 -4.141 -13.563
H 15.609 -2.969 -15.742
H 13.873 -2.720 -15.606
H 15.213 -6.408 -16.413
H 16.481 -5.309 -15.909
H 15.568 -5.003 -17.417
H 14.508 -1.454 -13.537
H 15.987 -1.631 -13.792
O 15.406 -5.863 -10.862
H 16.179 -6.116 -10.326
H 15.591 -4.960 -11.146
O 10.940 -9.106 -17.162
H 10.981 -8.194 -16.799
H 10.900 -9.688 -16.382
O 19.509 -10.175 -11.520
H 18.947 -10.681 -12.114
H 20.135 -9.697 -12.120
O 11.187 -10.855 -14.879
H 10.667 -10.822 -14.069
H 11.834 -11.560 -14.734
O 17.093 -6.972 -8.846
H 17.798 -7.622 -8.669
H 16.301 -7.524 -9.012
O 18.778 -4.553 -12.686
H 18.222 -3.798 -12.905
H 18.712 -4.637 -11.714
O 19.156 -8.983 -8.912
H 20.073 -8.721 -8.785
H 19.156 -9.531 -9.725
O 17.995 -4.855 -9.872
H 18.056 -5.589 -9.244
H 17.071 -4.584 -9.836
O 19.527 -7.074 -14.096
H 18.854 -7.531 -13.554
H 19.392 -6.134 -13.895
O 14.541 -13.062 -16.086
H 14.567 -13.026 -17.058
H 14.740 -12.158 -15.808
*
```